Below is a cluster of 2 separate species, C6H6BrO in total in a non-equilibrium geometry, with properties calculated with ωB97M-V/def2-TZVPD.

gap between HOMO and LUMO = 7.3 eV
max |F| = 1.1 eV/Å
net charge = -1
M = 174.017 g mol⁻¹
LUMO level = 3.32 eV

Atoms and positions in Å:
O: 0.57 1.49 -1.57
C: -0.97 -1.44 0.96
C: -1.56 -1.16 -0.27
C: 0.16 -0.72 1.35
C: -1.04 -0.17 -1.11
C: 0.70 0.26 0.52
C: 0.10 0.54 -0.71
H: 1.37 1.91 -1.16
H: -1.39 -2.21 1.61
H: -2.46 -1.71 -0.59
H: 0.64 -0.94 2.31
H: -1.49 0.06 -2.08
H: 1.59 0.82 0.83
Br: 3.76 3.26 -0.10

Atomic partial charges in e from the Mulliken method, atoms 1 to 5: atom 1 (O): -0.492, atom 2 (C): -0.481, atom 3 (C): -0.287, atom 4 (C): -0.383, atom 5 (C): -0.508